DFT (ωB97M-V/def2-TZVPD) results for a structure of composition C21H25BN12O3STi.

Calculated values
net charge = +2
energy relative to the best compared isomer or geometry (same formula, charge and spin) = 83.8 kJ/mol
strongest force on any atom = 0.2 eV Å⁻¹
HOMO = -0.506 Ha
DFT total energy = -2970.157844 Ha
LUMO level = -6.26 eV

Each line ends with the Löwdin charge.
CARTESIAN COORDINATES (ANGSTROEM)
Ti1 -0.13979 0.37175 0.04470  1.184
C1 -2.30049 -2.39582 -2.49323  -0.008
C2 -2.30200 -1.34557 -1.58446  -0.092
N1 -1.07573 -1.18237 -1.07613  -0.068
N2 -0.27507 -2.12022 -1.63991  0.030
C3 -0.99497 -2.85656 -2.49930  -0.016
B1 1.24572 -2.27000 -1.28851  -0.634
N3 2.00113 -0.97525 -1.73012  0.048
C4 3.10625 -0.76797 -2.45493  -0.016
C5 3.43093 0.57958 -2.39952  -0.007
C6 2.45167 1.14512 -1.60233  -0.104
N4 1.58316 0.20636 -1.19880  -0.061
N5 1.34588 -2.29269 0.25574  0.041
C7 2.03032 -3.07180 1.10195  -0.016
C8 1.87563 -2.57890 2.38650  -0.003
C9 1.08252 -1.45294 2.23521  -0.080
N6 0.76528 -1.28491 0.94630  -0.052
N7 1.76719 -3.51512 -1.92708  -0.025
C10 1.51327 -4.80909 -1.57250  -0.087
C11 1.87268 -5.61010 -2.61963  -0.038
C12 2.32493 -4.71125 -3.60772  -0.126
N8 2.24441 -3.46029 -3.20173  0.068
H1 -3.13088 -2.78004 -3.05816  0.115
H2 -3.10825 -0.70280 -1.26842  0.133
H3 -0.53508 -3.66038 -3.05149  0.135
H4 3.57214 -1.59008 -2.96934  0.120
H5 4.27041 1.06657 -2.86276  0.114
H6 2.32883 2.17021 -1.28655  0.129
H7 2.59349 -3.91677 0.74399  0.135
H8 2.29085 -2.97971 3.29357  0.115
H9 0.73594 -0.74813 2.97206  0.115
H10 1.08146 -5.06239 -0.61814  0.126
H11 1.82535 -6.68362 -2.66970  0.106
H12 2.70463 -4.93177 -4.59262  0.114
O1 -1.61163 0.55092 1.21505  -0.306
N9 -0.91682 1.36737 2.11509  -0.552
O2 0.30338 1.56227 1.44001  -0.312
S1 -1.73682 2.91088 2.23984  1.138
C13 -1.95874 2.90459 3.98172  -0.564
N10 -1.58411 1.88537 4.71500  0.071
C14 -1.77743 1.83450 6.17137  -0.120
C15 -2.95972 2.71047 6.54938  -0.143
C16 -2.78753 4.09705 5.95402  -0.124
N11 -2.52749 3.97153 4.50996  0.049
H13 -1.15435 1.11806 4.21373  0.132
H14 -0.86223 2.16921 6.66226  0.136
H15 -1.95180 0.79615 6.44361  0.135
H16 -3.03037 2.78432 7.63275  0.133
H17 -3.88530 2.26221 6.18499  0.132
H18 -1.95628 4.62946 6.41856  0.136
H19 -3.68771 4.69469 6.07544  0.136
H20 -2.79050 4.73122 3.90114  0.148
O3 -0.74905 1.68980 -1.26026  -0.208
N12 -0.42105 1.94817 -2.53518  -0.136
C17 -0.20945 3.24024 -2.84252  0.023
C18 0.12734 3.59534 -4.12718  0.005
C19 0.24194 2.60837 -5.09762  -0.001
C20 0.00627 1.28867 -4.74862  0.013
C21 -0.32983 0.97197 -3.44993  0.016
H21 -0.32056 3.92935 -2.01982  0.155
H22 0.29452 4.63791 -4.35466  0.131
H23 0.50770 2.86713 -6.11314  0.131
H24 0.07918 0.48991 -5.47233  0.133
H25 -0.53336 -0.03015 -3.10959  0.120

Force components x, y, z for each atom (eV/Å):
0.1089 0.0200 -0.0558
-0.0321 0.0185 -0.0115
0.0369 0.0093 0.0235
0.0238 0.1316 0.1067
-0.0131 0.0352 -0.0646
0.0503 -0.0015 0.0273
0.0085 0.0201 -0.0361
-0.0733 0.0262 -0.0329
0.0218 -0.0345 0.0119
0.0293 -0.0068 -0.0011
-0.0590 0.0160 -0.0010
0.0439 -0.0851 -0.0250
-0.0007 -0.0236 0.0156
0.0009 -0.0026 0.0160
0.0293 -0.0118 -0.0162
-0.0051 0.0165 -0.0098
0.0883 0.0528 0.1189
0.0044 -0.0329 0.0035
-0.0035 0.0157 0.0015
0.0002 -0.0057 0.0104
-0.0041 -0.0014 -0.0153
-0.0059 0.0103 0.0080
-0.0053 -0.0041 0.0019
-0.0064 -0.0031 0.0047
-0.0003 -0.0061 -0.0052
0.0003 0.0030 -0.0063
-0.0011 -0.0009 -0.0028
0.0016 -0.0033 0.0030
-0.0040 -0.0052 -0.0028
0.0019 0.0004 -0.0006
-0.0029 0.0000 -0.0025
0.0004 -0.0001 0.0033
0.0017 -0.0002 0.0016
0.0017 0.0006 0.0023
-0.1671 -0.0046 0.0573
-0.0605 -0.0609 0.0547
-0.0102 -0.1325 -0.0898
-0.0136 0.0150 -0.0198
0.0019 -0.0201 0.0074
0.0130 -0.0069 0.0005
-0.0010 0.0088 0.0020
0.0060 -0.0003 -0.0030
-0.0096 -0.0060 -0.0058
-0.0006 0.0032 -0.0082
-0.0039 0.0009 -0.0064
-0.0025 -0.0001 0.0019
-0.0009 -0.0003 -0.0004
0.0007 -0.0002 0.0007
-0.0016 0.0012 -0.0032
-0.0005 -0.0003 0.0020
-0.0017 -0.0008 0.0005
0.0065 0.0053 -0.0015
0.0299 -0.0279 -0.1130
-0.0281 0.1725 0.0509
0.0357 -0.0274 -0.0094
-0.0100 -0.0187 -0.0056
-0.0033 0.0204 0.0086
0.0114 -0.0335 -0.0114
-0.0039 -0.0400 -0.0028
-0.0114 0.0045 0.0055
0.0022 -0.0025 -0.0063
-0.0025 0.0017 0.0007
-0.0017 0.0025 -0.0019
-0.0096 -0.0002 0.0250